Entry from the Open Molecules 2025 dataset: a 15-piece molecular cluster, C22H74N10O15 overall at a distorted geometry (ωB97M-V/def2-TZVPD).

Last column: Löwdin charge in e.
Element x y z (Å)
C: -2.9529 2.9077 -1.3316  -0.064
C: -2.8636 2.8395 -2.8167  -0.293
O: -1.9433 1.8331 -3.1697  -0.121
H: -2.1880 3.6055 -0.9391  0.082
H: -2.9007 1.9739 -0.7803  0.059
H: -3.8346 3.3525 -0.9296  0.076
H: -2.8264 3.7763 -3.3978  0.129
H: -3.8448 2.5194 -3.2201  0.113
H: -2.1974 1.4857 -4.0447  0.117
C: 2.0395 -1.4351 -1.9407  -0.098
C: 2.7544 -2.1178 -0.8302  -0.300
O: 2.7383 -3.5200 -1.0699  -0.064
H: 1.8418 -0.4247 -1.6951  0.022
H: 1.0527 -1.7964 -2.0549  0.049
H: 2.6847 -1.5748 -2.8804  0.123
H: 2.1130 -2.0089 -0.0054  0.072
H: 3.7820 -1.7057 -0.5772  0.132
H: 3.3435 -3.7228 -1.7525  0.065
C: -3.4483 -1.0445 -0.8505  -0.072
C: -3.1544 -0.6837 -2.2311  -0.387
O: -3.2584 -1.6071 -3.1999  -0.028
H: -3.4211 -0.2708 -0.1064  0.055
H: -2.6010 -1.7401 -0.4921  0.091
H: -4.4097 -1.5578 -0.6546  0.102
H: -2.0767 -0.3621 -2.1771  0.107
H: -3.7499 0.1737 -2.4363  0.101
H: -2.9433 -1.2866 -4.0458  0.118
C: 0.8244 0.0951 -4.8916  -0.082
C: 0.7013 1.4400 -5.6604  -0.304
O: 0.3229 1.1777 -7.0292  -0.088
H: -0.1478 -0.4336 -4.9637  0.073
H: 1.1273 0.3032 -3.8272  0.051
H: 1.6912 -0.5077 -5.3149  0.095
H: 1.6924 1.7925 -5.7334  0.090
H: 0.0178 2.1676 -5.1361  0.106
H: 1.0194 0.6039 -7.3595  0.075
C: 0.9047 -3.7483 3.0955  -0.088
C: 0.9175 -4.9781 2.2689  -0.341
O: 1.4478 -6.1276 2.8746  -0.070
H: 0.0958 -3.7257 3.8577  0.090
H: 0.9216 -2.8628 2.4974  0.031
H: 1.8027 -3.6068 3.7035  0.082
H: 1.4860 -4.8146 1.3162  0.115
H: -0.0419 -5.4067 1.8951  0.114
H: 1.4537 -6.7506 2.1615  0.069
C: -0.5322 -4.4261 -1.2825  -0.063
C: -1.3169 -3.9743 -2.4594  -0.358
O: -2.6194 -4.0521 -2.1655  -0.092
H: -0.7976 -5.3850 -0.9990  0.068
H: -0.7569 -3.9074 -0.3617  0.048
H: 0.5299 -4.2901 -1.4998  0.074
H: -1.1869 -4.6149 -3.2756  0.102
H: -1.1157 -2.9317 -2.8282  0.125
H: -2.9643 -3.1807 -2.4463  0.060
C: 3.7675 1.1984 -0.8483  -0.067
C: 4.0006 2.6543 -0.4711  -0.306
O: 5.2091 3.0018 -1.0564  -0.052
H: 2.9741 0.8288 -0.1603  0.065
H: 4.4967 0.4513 -0.6030  0.068
H: 3.6293 1.1863 -1.8584  0.039
H: 4.0834 2.9760 0.5709  0.105
H: 3.2344 3.3502 -0.9899  0.122
H: 4.9673 3.7042 -1.6078  0.054
C: -2.6610 -0.4296 3.5776  -0.622
O: -3.6154 -0.0802 4.4760  -0.096
N: -2.4520 0.1090 2.4052  0.134
N: -1.8854 -1.5070 3.6985  0.137
H: -3.2115 0.7340 2.2022  0.129
H: -1.9057 -0.2935 1.6508  0.063
H: -2.0525 -1.9526 4.5942  0.103
H: -1.6816 -2.1767 2.9066  0.020
C: -3.0262 -3.7302 1.5687  -0.557
O: -1.7461 -3.2788 1.8593  -0.138
N: -3.3210 -4.1839 0.4032  0.195
N: -3.8985 -3.8778 2.5186  0.193
H: -2.5993 -4.1475 -0.3497  0.074
H: -4.1814 -4.5515 0.0420  0.130
H: -3.5524 -3.8115 3.4873  0.141
H: -4.7702 -4.3485 2.3926  0.115
C: -1.0343 2.8458 3.9155  -0.537
O: -2.3131 2.7259 4.4698  -0.097
N: -0.1882 3.8048 4.2343  0.109
N: -0.5778 2.0767 2.9340  0.136
H: -0.5481 4.4182 5.0001  0.159
H: 0.8785 3.7710 3.9389  0.074
H: 0.3930 2.0156 2.7828  0.042
H: -1.2263 1.3271 2.7838  0.062
C: 2.6600 2.8362 3.3672  -0.582
O: 3.4738 2.1345 4.2135  -0.073
N: 2.3678 4.1100 3.5544  0.098
N: 1.9933 2.4098 2.3101  0.151
H: 2.9254 4.5004 4.3479  0.168
H: 1.9218 4.6877 2.7687  0.121
H: 2.2155 1.4347 2.0182  0.106
H: 1.4730 3.0424 1.7415  0.059
C: 0.3026 4.5739 0.7382  -0.611
O: 0.7095 5.2992 -0.4307  -0.166
N: -0.0923 3.3515 0.7394  0.130
N: 0.3482 5.0797 1.9215  0.123
H: 0.0873 2.7663 -0.1018  0.084
H: -0.5135 2.8541 1.6025  0.078
H: 0.6431 6.0750 2.0349  0.165
H: 0.0772 4.4785 2.7246  0.050
C: 3.2482 -0.8771 2.5274  -0.167
O: 2.0338 -0.3946 2.1865  -0.141
H: 2.9816 -1.9895 2.7102  0.103
H: 3.5011 -0.5551 3.5119  0.070
H: 4.0658 -0.6490 1.8700  0.084
H: 1.4502 -0.8506 2.7775  0.077
C: -0.3677 0.1310 -0.1700  -0.157
O: -0.5810 -1.0278 0.5795  -0.134
H: 0.5680 0.6212 -0.0148  0.052
H: -1.1871 0.8290 0.0028  0.072
H: -0.3233 -0.1719 -1.2446  0.078
H: -0.0184 -1.7760 0.4136  0.063
C: 1.2550 2.9472 -2.7747  -0.140
O: 0.3677 2.3577 -1.8731  -0.141
H: 1.9711 2.2533 -3.0925  0.054
H: 1.6896 3.7625 -2.2809  0.049
H: 0.8150 3.3744 -3.6270  0.070
H: -0.4600 2.1077 -2.3266  0.040

Atoms 1-6, force components in eV/Å:
C 1.2 1.6 1.2
C -2.9 -0.5 -1.0
O 0.6 -0.1 -1.3
H 0.1 -0.6 -0.1
H 0.3 -0.4 -0.5
H -1.1 0.5 -0.3

Properties
- ΔE to the lowest compared entry with this formula, charge and spin (kJ/mol) = 296.1
- orbital gap (eV) = 8.10
- highest occupied orbital energy (eV) = -8.354

=====

Entry from the Open Molecules 2025 dataset: a 2-piece molecular cluster, C4H10 overall (ωB97M-V/def2-TZVPD).

Last column: natural (NBO) charge in e.
Element x y z (Å)
C: -1.0423 -1.1659 -0.4717  -0.900
C: 0.2632 0.1645 0.5675  -0.101
C: -0.3004 1.4369 -0.0023  -0.634
C: 1.6197 -0.1923 0.3114  -0.753
H: -1.1101 -0.9038 -1.5339  0.202
H: -0.8581 -2.2418 -0.3508  0.209
H: -1.9704 -0.9008 0.0418  0.210
H: -0.1477 -0.1531 1.5235  0.227
H: 0.1236 2.2668 0.5764  0.232
H: -1.3904 1.4764 0.0534  0.220
H: 0.0107 1.5643 -1.0432  0.221
H: 2.1547 -0.8285 1.0050  0.221
H: 2.1522 0.2950 -0.4979  0.211
H: 0.4460 -0.8628 -0.2078  0.436

Atoms 1-6, force components in eV/Å:
C -0.2 -0.1 -0.1
C 0.0 0.1 0.1
C 0.0 0.0 0.0
C 0.3 0.1 0.1
H 0.0 0.0 0.1
H 0.1 0.1 0.0

Properties
- ΔE to the lowest compared entry with this formula, charge and spin (kJ/mol) = 487.8
- orbital gap (eV) = 8.02
- highest occupied orbital energy (eV) = -6.903

=====

Entry from the Open Molecules 2025 dataset: a 11-piece molecular cluster, C44H70O20 overall at a distorted geometry (ωB97M-V/def2-TZVPD).

Last column: Löwdin charge in e.
Element x y z (Å)
C: 2.7789 2.0626 -4.2699  -0.146
C: 2.4227 1.9103 -2.7680  -0.158
C: 3.6235 1.1618 -2.1972  -0.213
O: 4.7336 1.6091 -2.9641  -0.115
C: 4.2550 1.7126 -4.2967  -0.213
H: 2.4902 3.0742 -4.5510  0.087
H: 2.2332 1.3402 -4.8764  0.111
H: 1.4353 1.4921 -2.5808  0.106
H: 2.5145 2.9048 -2.3214  0.095
H: 3.5513 0.0681 -2.1495  0.125
H: 3.7458 1.4368 -1.1463  0.098
H: 4.4163 0.7442 -4.7898  0.118
H: 4.8621 2.3811 -4.9116  0.119
C: 2.6788 0.8825 4.0895  -0.132
C: 1.7419 0.0266 4.9670  -0.147
C: 1.4275 0.9097 6.1808  -0.205
O: 2.4564 1.8650 6.2369  -0.134
C: 2.8503 2.1647 4.9029  -0.205
H: 2.2243 1.0262 3.1125  0.077
H: 3.6547 0.4040 4.0367  0.111
H: 2.1512 -0.9637 5.1441  0.087
H: 0.7640 -0.1017 4.4929  0.095
H: 1.3708 0.3030 7.0865  0.119
H: 0.4736 1.4378 6.0483  0.122
H: 3.9027 2.4588 4.9498  0.118
H: 2.3357 3.0797 4.5814  0.096
O: -1.9051 0.4177 3.1595  0.096
C: -2.3809 -0.6113 2.7466  -0.510
O: -3.3429 -0.6285 1.8313  0.044
C: -3.7151 -1.9687 1.4581  -0.113
C: -2.6992 -2.8963 2.1803  -0.138
C: -1.9795 -2.0041 3.1846  -0.062
H: -3.6100 -2.0599 0.3821  0.101
H: -4.7234 -2.2685 1.7286  0.127
H: -2.0140 -3.4815 1.5614  0.095
H: -3.2208 -3.7257 2.6656  0.107
H: -0.8913 -2.0267 3.1790  0.097
H: -2.3652 -2.3188 4.1528  0.130
O: -0.4907 -2.2664 -0.5109  0.104
C: -0.2774 -1.1455 -0.1298  -0.438
O: -1.0115 -0.1317 -0.6040  0.022
C: -0.6525 1.1339 -0.0494  -0.137
C: 0.7084 0.8768 0.5977  -0.142
C: 0.6652 -0.5939 0.9332  -0.054
H: -1.4013 1.4354 0.6857  0.116
H: -0.5329 1.9631 -0.7416  0.099
H: 0.7885 1.4675 1.5101  0.109
H: 1.4938 1.1395 -0.1094  0.094
H: 0.0453 -0.7291 1.8253  0.098
H: 1.6574 -0.9702 1.1567  0.119
O: -7.6925 3.6357 0.2029  0.120
C: -6.5052 3.5327 0.1277  -0.484
O: -5.6598 4.4876 0.5872  0.018
C: -4.3202 4.1826 0.1038  -0.148
C: -4.2937 2.6948 -0.0293  -0.159
C: -5.7239 2.3611 -0.4726  -0.053
H: -3.6801 4.5390 0.9119  0.126
H: -4.1990 4.7580 -0.8120  0.114
H: -4.0197 2.1615 0.8826  0.115
H: -3.5856 2.3214 -0.7742  0.096
H: -6.0786 1.4089 -0.0926  0.125
H: -5.8204 2.4536 -1.5547  0.127
O: 3.5068 2.3647 1.2693  0.101
C: 3.5641 3.5698 1.3236  -0.484
O: 4.2883 4.2609 0.4370  0.046
C: 4.2908 5.6664 0.7815  -0.135
C: 3.1946 5.8400 1.8308  -0.139
C: 2.9729 4.4448 2.3798  -0.083
H: 4.0449 6.2673 -0.0938  0.113
H: 5.2919 5.9865 1.0720  0.126
H: 2.3336 6.2093 1.2688  0.107
H: 3.3062 6.5463 2.6521  0.120
H: 1.9550 4.1499 2.6229  0.128
H: 3.5790 4.2606 3.2714  0.122
O: 3.7414 -4.8520 -1.1053  0.133
C: 2.6441 -5.2133 -0.8425  -0.476
O: 2.4130 -6.4189 -0.2484  0.010
C: 1.0713 -6.5666 0.1939  -0.158
C: 0.5172 -5.1550 0.1246  -0.176
C: 1.3291 -4.4310 -0.9368  -0.073
H: 0.9797 -6.9526 1.2097  0.121
H: 0.4988 -7.2463 -0.4415  0.120
H: 0.4881 -4.6011 1.0563  0.092
H: -0.5351 -5.2075 -0.1807  0.104
H: 1.6050 -3.4436 -0.5759  0.108
H: 0.9540 -4.3133 -1.9491  0.115
O: -3.7671 -2.9193 -4.5436  0.122
C: -2.8925 -3.6847 -4.2584  -0.474
O: -2.2768 -4.3853 -5.2323  0.031
C: -1.4884 -5.4617 -4.7158  -0.135
C: -1.7703 -5.5027 -3.1866  -0.134
C: -2.5379 -4.2078 -2.8965  -0.060
H: -0.4689 -5.1464 -4.9566  0.120
H: -1.5964 -6.4358 -5.1900  0.121
H: -0.7921 -5.5291 -2.7021  0.082
H: -2.2360 -6.4306 -2.8598  0.112
H: -1.9315 -3.5868 -2.2374  0.107
H: -3.4833 -4.4186 -2.3980  0.134
O: -2.2314 4.4045 -2.3799  0.122
C: -1.0845 4.7324 -2.4895  -0.483
O: -0.5975 5.2347 -3.6277  0.043
C: 0.7433 5.6895 -3.4511  -0.139
C: 0.9118 5.8152 -1.9313  -0.147
C: 0.0148 4.6925 -1.4416  -0.071
H: 0.8437 6.6104 -4.0204  0.131
H: 1.4229 4.9075 -3.8095  0.108
H: 0.6307 6.8379 -1.6763  0.123
H: 1.9537 5.6779 -1.6408  0.104
H: -0.4076 4.9657 -0.4757  0.129
H: 0.5057 3.7237 -1.4114  0.095
O: 1.6170 -2.6673 2.7992  0.107
C: 2.3866 -3.5424 3.0780  -0.444
O: 2.5068 -4.6765 2.3518  0.016
C: 3.3904 -5.5774 3.0099  -0.144
C: 4.2892 -4.7222 3.9061  -0.145
C: 3.3916 -3.5321 4.2584  -0.059
H: 4.0419 -6.0658 2.2860  0.132
H: 2.8390 -6.3287 3.5745  0.131
H: 5.1981 -4.3039 3.4729  0.119
H: 4.6616 -5.2611 4.7784  0.115
H: 3.8770 -2.5784 4.0669  0.121
H: 2.7566 -3.6524 5.1336  0.131
O: -5.3877 -1.2703 -1.0603  0.113
C: -5.0290 -0.5398 -1.9314  -0.473
O: -5.9727 -0.0441 -2.7993  0.001
C: -5.4016 0.4031 -4.0450  -0.138
C: -3.8901 0.4055 -3.8155  -0.138
C: -3.6483 -0.3459 -2.5217  -0.066
H: -5.7500 1.3745 -4.3860  0.120
H: -5.6637 -0.3797 -4.7557  0.122
H: -3.5209 1.4252 -3.7221  0.110
H: -3.4681 -0.1724 -4.6376  0.108
H: -2.9636 0.1760 -1.8646  0.098
H: -3.4205 -1.4067 -2.6445  0.107

Atoms 1-6, force components in eV/Å:
C -0.8 -0.3 0.7
C 0.7 0.2 -0.4
C -0.2 -0.1 1.1
O -0.4 0.3 0.1
C 0.8 -0.5 -0.9
H 0.4 -0.1 -0.5

Properties
- structure (SMILES) = O=C1CCCO1.O=C1CCCO1.O=C1CCCO1.O=C1CCCO1.O=C1CCCO1.O=C1CCCO1.O=C1CCCO1.O=C1CCCO1.O=C1CCCO1.C1CCOC1.C1CCOC1
- ΔE to the lowest compared entry with this formula, charge and spin (kJ/mol) = 0.0
- orbital gap (eV) = 9.65
- highest occupied orbital energy (eV) = -9.485

=====

Entry from the Open Molecules 2025 dataset: C16H12IN2O8S4SbW as an isolated structure at a distorted geometry (ωB97M-V/def2-TZVPD).

Last column: Mulliken spin population.
Element x y z (Å)
W: 0.6014 1.3455 0.1975  0.152
C: -4.0612 1.6014 0.1923  0.026
C: -3.5304 0.8435 1.3693  -0.012
N: -4.3837 0.2099 2.1667  -0.001
C: -3.8915 -0.4746 3.2024  0.004
C: -2.5442 -0.5601 3.5125  0.000
C: -2.1158 -1.3910 4.6828  0.000
O: -1.4908 -0.5662 5.6756  0.000
C: -1.6444 0.1169 2.6907  -0.001
C: -0.1499 0.1541 2.8103  0.001
N: 0.4405 -0.2937 1.5926  -0.002
C: 1.2306 -1.4121 1.5746  0.022
C: 1.0065 -2.4578 2.5000  -0.002
C: 1.7406 -3.6274 2.4818  0.005
C: 2.7366 -3.8314 1.5351  -0.002
C: 2.9816 -2.8184 0.6235  0.020
C: 2.2653 -1.6296 0.6274  0.049
I: 1.0874 -1.8534 -3.2390  0.187
C: -2.1412 0.8129 1.5969  0.009
O: -1.3489 1.4612 0.7608  -0.012
H: -5.1461 1.6625 0.2586  -0.001
H: -3.7930 1.0922 -0.7387  -0.005
H: -3.6262 2.6004 0.1325  -0.005
H: -4.6173 -0.9856 3.8302  0.000
H: -1.4215 -2.1738 4.3640  0.000
H: -2.9978 -1.8853 5.1046  0.000
H: -1.0424 -1.1464 6.2996  0.000
H: 0.2261 -0.3416 3.7052  -0.003
H: 0.2103 -2.3555 3.2216  0.000
H: 1.5150 -4.3987 3.2114  0.000
H: 3.3166 -4.7456 1.5204  0.000
H: 3.7661 -2.9056 -0.1177  0.004
O: 3.7145 -0.6751 -1.0218  0.118
C: 2.7685 -0.5486 -0.2783  -0.057
O: 2.4460 0.6948 0.2567  -0.012
C: 1.0372 -0.2366 -1.6780  0.338
O: 1.3320 0.9693 -1.9707  0.065
O: -0.0340 -0.2619 -0.8738  0.000
S: -1.7690 4.7018 -1.0905  0.416
Sb: -0.7942 2.7686 -1.9427  0.042
S: 0.1601 4.2152 0.7544  0.539
S: 1.5920 3.5050 -0.4953  0.003
S: -0.6944 2.9406 -4.1688  0.087
O: 0.1828 1.5722 2.9933  0.012
O: 1.1603 1.9202 2.0289  0.015

Atoms 1-6, force components in eV/Å:
W -0.5 -0.1 0.9
C 0.0 0.0 0.0
C -0.1 0.0 0.0
N 0.1 0.0 0.1
C 0.0 0.0 0.0
C 0.0 0.0 0.0

Properties
- ΔE to the lowest compared entry with this formula, charge and spin (kJ/mol) = 388.4
- orbital gap (alpha / beta) (eV) = 5.01 / 6.51
- multiplicity = 3
- charge = -2
- highest occupied orbital energy (alpha / beta) (eV) = -1.199 / -2.508